(1)
{"formula": "C22H18N2O9S", "method": "ωB97M-V/def2-TZVPD", "smiles": "COc1ccc(C(=O)COC(=O)c2ccccc2NS(=O)(=O)c2ccc(O)c([N+](=O)[O-])c2)cc1", "de_lowest_kj_mol": 3.5, "e_tot_ha": -2033.936245, "homo_lumo_gap_ha": 0.3044, "multiplicity": 1, "lumo_ev": -0.78, "species": ["C", "O", "C", "C", "C", "C", "C", "O", "C", "O", "C", "O", "C", "C", "C", "C", "C", "C", "N", "S", "O", "O", "C", "C", "C", "C", "O", "C", "N", "O", "O", "C", "C", "C", "H", "H", "H", "H", "H", "H", "H", "H", "H", "H", "H", "H", "H", "H", "H", "H", "H", "H"], "positions_angstrom": [[5.07991, -3.81205, 0.16334], [4.66141, -2.66335, -0.54052], [3.34467, -2.45788, -0.73567], [3.00328, -1.28873, -1.42861], [1.69103, -0.97243, -1.68199], [0.66343, -1.81186, -1.23333], [-0.76221, -1.53670, -1.40496], [-1.61632, -2.15618, -0.80005], [-1.20041, -0.41916, -2.36056], [-1.28796, 0.81380, -1.64374], [-0.45845, 1.81859, -2.00089], [0.36495, 1.69773, -2.87620], [-0.62066, 3.04318, -1.19338], [0.42924, 3.96377, -1.28893], [0.43207, 5.12661, -0.55209], [-0.63664, 5.39771, 0.29296], [-1.69959, 4.52239, 0.37706], [-1.71376, 3.33502, -0.35771], [-2.83977, 2.52798, -0.26718], [-3.41335, 1.93725, 1.19985], [-3.33935, 2.97329, 2.18022], [-4.66833, 1.32185, 0.91913], [-2.20550, 0.67156, 1.58728], [-0.89508, 1.04671, 1.85794], [0.05450, 0.08332, 2.10408], [-0.28011, -1.27999, 2.09639], [0.68099, -2.15775, 2.35383], [-1.62122, -1.63366, 1.83557], [-2.04450, -3.00041, 1.80667], [-3.21749, -3.24428, 1.71638], [-1.17419, -3.86282, 1.90791], [-2.57377, -0.64896, 1.57337], [1.01381, -2.98554, -0.55553], [2.32744, -3.31353, -0.30934], [4.78967, -4.72849, -0.35860], [6.16588, -3.75035, 0.20539], [4.67684, -3.82530, 1.18006], [3.80165, -0.64383, -1.75958], [1.47557, -0.06180, -2.21712], [-2.21163, -0.65290, -2.70716], [-0.52062, -0.30572, -3.20905], [1.24460, 3.72547, -1.95510], [1.25471, 5.81953, -0.63359], [-0.64869, 6.30578, 0.87622], [-2.53822, 4.72969, 1.02023], [-2.89851, 1.79550, -0.96017], [-0.64057, 2.09474, 1.87540], [1.08100, 0.34189, 2.30837], [0.30512, -3.06979, 2.26461], [-3.59187, -0.93030, 1.35091], [0.22509, -3.65004, -0.23470], [2.55191, -4.22957, 0.21254]], "nbo_charge": [-0.2554, -0.4805, 0.3567, -0.2715, -0.1481, -0.2560, 0.5627, -0.5596, -0.1755, -0.5282, 0.7990, -0.6004, -0.2494, -0.1321, -0.2389, -0.1601, -0.2611, 0.2646, -0.8682, 2.3280, -0.9272, -0.9202, -0.3850, -0.1335, -0.2726, 0.3637, -0.6490, -0.0098, 0.5416, -0.3302, -0.4416, -0.1318, -0.0547, -0.3396, 0.1808, 0.2052, 0.1820, 0.2288, 0.2401, 0.2162, 0.2269, 0.2381, 0.2210, 0.2212, 0.2519, 0.4292, 0.2405, 0.2397, 0.5128, 0.2777, 0.2281, 0.2236]}

(2)
{"formula": "C23H31NO5", "method": "ωB97M-V/def2-TZVPD", "smiles": "CCCCO[C@@H]1C[C@@H](c2ccc(OCc3ccc(OC)cc3)c(OC)c2)N(C)O1", "de_lowest_kj_mol": 464.2, "e_tot_ha": -1325.873842, "homo_lumo_gap_ha": 0.3168, "multiplicity": 1, "lumo_ev": 0.84, "species": ["C", "C", "C", "C", "O", "C", "C", "C", "C", "C", "C", "C", "O", "C", "C", "C", "C", "C", "O", "C", "C", "C", "C", "O", "C", "C", "N", "C", "O", "H", "H", "H", "H", "H", "H", "H", "H", "H", "H", "H", "H", "H", "H", "H", "H", "H", "H", "H", "H", "H", "H", "H", "H", "H", "H", "H", "H", "H", "H", "H"], "positions_angstrom": [[7.41786, 3.97353, -0.01242], [7.24212, 2.50321, -0.37213], [6.17651, 1.83537, 0.49249], [6.00315, 0.36105, 0.12570], [5.10873, -0.32381, 0.98822], [3.75132, -0.17489, 0.67480], [2.93286, -0.93667, 1.72613], [2.24486, -2.04471, 0.88967], [0.78507, -1.72441, 0.66652], [-0.12225, -1.88748, 1.70153], [-1.44747, -1.55609, 1.50864], [-1.91377, -1.06567, 0.29139], [-3.25004, -0.80548, 0.27457], [-3.85382, -0.08566, -0.79124], [-5.25959, 0.23622, -0.36152], [-5.48500, 1.18484, 0.63141], [-6.76349, 1.47208, 1.05450], [-7.85902, 0.81391, 0.49217], [-9.08067, 1.17279, 0.97762], [-10.22255, 0.53286, 0.46348], [-7.64079, -0.13623, -0.49799], [-6.34870, -0.41859, -0.91095], [-0.99790, -0.91709, -0.76621], [-1.46293, -0.46038, -1.97711], [-0.54854, -0.31768, -3.03601], [0.33522, -1.24176, -0.55213], [2.97998, -2.08263, -0.37103], [4.11753, -2.98458, -0.35177], [3.41137, -0.74100, -0.57018], [7.71734, 4.07801, 1.02798], [8.18098, 4.43132, -0.63724], [6.48596, 4.51585, -0.15599], [6.95865, 2.41654, -1.42346], [8.19217, 1.98060, -0.24119], [5.22707, 2.35992, 0.36497], [6.45629, 1.90167, 1.54597], [6.95677, -0.16304, 0.23467], [5.66111, 0.26093, -0.91161], [3.48293, 0.88864, 0.59852], [2.20484, -0.29530, 2.21537], [3.61732, -1.34563, 2.46737], [2.32462, -3.01645, 1.38318], [0.20384, -2.26802, 2.65796], [-2.17006, -1.67238, 2.30082], [-3.29710, 0.83933, -0.98309], [-3.85977, -0.68932, -1.70515], [-4.64497, 1.69621, 1.07708], [-6.94738, 2.20581, 1.82343], [-10.33870, 0.71657, -0.60975], [-10.19587, -0.54629, 0.64669], [-11.06818, 0.96648, 0.99523], [-8.46303, -0.66615, -0.95278], [-6.19415, -1.16367, -1.67793], [-0.09238, -1.27491, -3.30668], [-1.13608, 0.05335, -3.87517], [0.23855, 0.40420, -2.79700], [1.05689, -1.13348, -1.34274], [4.79723, -2.81249, 0.49024], [3.73199, -4.00165, -0.31385], [4.66307, -2.84770, -1.28397]], "nbo_charge": [-0.5976, -0.3918, -0.4230, -0.0639, -0.5480, 0.3516, -0.4609, -0.0783, -0.0353, -0.2239, -0.2344, 0.2425, -0.5016, -0.0724, -0.0812, -0.1650, -0.2547, 0.2925, -0.4921, -0.2515, -0.2703, -0.1829, 0.2964, -0.5247, -0.2501, -0.3019, -0.1578, -0.4309, -0.4090, 0.2016, 0.2085, 0.2012, 0.1955, 0.1948, 0.1941, 0.2029, 0.1849, 0.1798, 0.1644, 0.2307, 0.2322, 0.2180, 0.2072, 0.2243, 0.1862, 0.1882, 0.2131, 0.2226, 0.1750, 0.1759, 0.1998, 0.2104, 0.2085, 0.1797, 0.1966, 0.1787, 0.2438, 0.1851, 0.2042, 0.2123]}

(3)
{"formula": "C19H27OSi", "method": "ωB97M-V/def2-TZVPD", "de_lowest_kj_mol": 102.1, "e_tot_ha": -1104.661666, "homo_lumo_gap_ha": 0.2496, "total_charge": 1, "multiplicity": 1, "lumo_ev": -5.22, "species": ["C", "C", "Si", "C", "C", "H", "H", "H", "H", "H", "H", "H", "H", "H", "H", "H", "H", "C", "O", "C", "C", "C", "C", "C", "C", "C", "C", "C", "C", "C", "C", "C", "C", "H", "H", "H", "H", "H", "H", "H", "H", "H", "H", "H", "H", "H", "H", "H"], "positions_angstrom": [[-2.27220, 3.40202, 0.02066], [-0.93876, 4.03724, 0.41199], [0.62638, 3.25150, -0.27530], [0.73461, 3.38716, -2.13936], [2.05120, 4.14097, 0.53492], [0.67861, 1.77057, 0.11919], [-3.09097, 3.97546, 0.47464], [-2.43419, 3.40319, -1.06490], [-2.35546, 2.36547, 0.37156], [-0.91039, 5.09238, 0.09339], [-0.82888, 4.04329, 1.50943], [0.67293, 4.43732, -2.45962], [1.70061, 2.98132, -2.47817], [-0.06678, 2.81963, -2.63387], [2.05636, 5.21166, 0.27734], [1.98011, 4.05173, 1.62686], [3.00482, 3.70155, 0.21803], [3.22255, -4.79822, -3.55495], [3.69341, -3.64705, -2.80557], [2.82413, -2.97444, -2.00993], [3.33730, -1.78625, -1.42552], [2.51620, -1.01128, -0.65629], [1.14752, -1.35400, -0.40991], [0.49247, -0.59813, 0.60098], [-0.72179, -0.87127, 1.28352], [-1.25166, 0.14204, 2.15011], [-2.43001, -0.05932, 2.84197], [-3.16689, -1.24502, 2.65161], [-4.48046, -1.44110, 3.35111], [-2.65780, -2.24406, 1.81272], [-1.41109, -2.11700, 1.22399], [0.61226, -2.43624, -1.17625], [1.45681, -3.32251, -1.83192], [4.05773, -5.03072, -4.22215], [3.01774, -5.64502, -2.87912], [2.31685, -4.55977, -4.14063], [4.36496, -1.50183, -1.62233], [2.90722, -0.11567, -0.17032], [1.10610, 0.18912, 1.05355], [-0.69213, 1.07024, 2.27989], [-2.81013, 0.69769, 3.54065], [-4.97422, -2.35340, 2.99694], [-4.35689, -1.52824, 4.44154], [-5.14655, -0.58886, 3.16257], [-3.24484, -3.15057, 1.62570], [-0.93487, -2.96209, 0.72857], [-0.46668, -2.57282, -1.20492], [1.06472, -4.25668, -2.24235]], "nbo_charge": [-0.6049, -0.8614, 1.4246, -1.1129, -1.1128, -0.2609, 0.2154, 0.2094, 0.1933, 0.2384, 0.2243, 0.2509, 0.2407, 0.2420, 0.2519, 0.2402, 0.2378, -0.2680, -0.4504, 0.4200, -0.2785, -0.0694, -0.2004, 0.0971, -0.1055, -0.1259, -0.2209, 0.0990, -0.6517, -0.2361, -0.1177, -0.0963, -0.2731, 0.2270, 0.1971, 0.1950, 0.2548, 0.2310, 0.2356, 0.2317, 0.2371, 0.2297, 0.2483, 0.2431, 0.2345, 0.2228, 0.2346, 0.2394]}